# C4H9NO

An isolated molecule of C4H9NO at a distorted geometry (wB97M-V/def2-TZVPD, the Open Molecules 2025 dataset).

Each line ends with the natural charge from an NBO analysis.
CARTESIAN COORDINATES (ANGSTROEM)
C  -0.988  -1.576  2.157  -0.422
N  -1.165  -0.732  0.998  -0.688
C  -0.067  0.061  0.469  -0.210
C  0.109  -0.197  -1.155  -0.519
C  1.122  0.826  -1.663  0.391
O  1.151  2.043  -1.270  -0.548
H  -1.857  -2.321  2.406  0.211
H  -0.617  -1.195  3.230  0.176
H  -0.176  -2.410  1.757  0.175
H  -2.171  -0.474  1.035  0.390
H  1.060  -0.060  0.852  0.220
H  -0.258  1.166  0.596  0.218
H  0.781  -1.064  -1.442  0.216
H  -0.878  -0.163  -1.751  0.249
H  2.002  0.619  -2.361  0.140

## Properties
maximum force	5.73	eV/A
LUMO energy	0.83	eV
E_tot	-7828.535	eV
energy relative to the best compared isomer or geometry (same formula, charge and spin)	87.3	kcal/mol
SMILES string	CNCCC=O
multiplicity	1
highest occupied orbital energy	-8.578	eV